1.
20
Properties=species:S:1:pos:R:3 method="wB97M-V/def2-TZVPD" charge=0 energy_ha=-402.52875 spin_multiplicity=1
C -0.418 -1.225 -1.675
C -0.180 -1.342 -0.396
C 0.384 -2.581 0.277
N -0.434 -0.206 0.503
H -0.602 -0.287 -2.204
H -0.090 -2.080 -2.292
H 0.778 -3.247 -0.472
H 1.199 -2.322 0.975
H -0.305 -3.049 0.965
H -0.307 -0.424 1.469
H 0.187 0.549 0.150
O 0.547 4.372 -0.436
H -0.368 3.969 -0.172
H 0.194 4.764 -1.259
O 2.857 1.156 1.253
H 3.555 1.383 1.887
H 2.088 1.816 1.519
O -3.327 -0.411 0.249
H -3.364 -0.686 -0.654
H -2.393 -0.149 0.314

=====

2.
14
Properties=species:S:1:pos:R:3 method="wB97M-V/def2-TZVPD" charge=0 energy_ha=-833.98808 spin_multiplicity=1
C 1.973 -0.961 0.773
S 0.727 -0.458 -0.397
O -0.287 -1.406 -0.546
O 1.354 0.109 -1.550
O 0.263 0.962 0.477
C -0.706 1.525 -0.362
C -1.896 0.956 -0.533
C -2.327 -0.134 0.196
N -2.862 -0.947 0.835
H 1.442 -1.601 1.417
H 2.872 -1.591 0.406
H 2.234 -0.096 1.310
H -0.282 2.382 -0.721
H -2.506 1.261 -1.305

=====

E_LUMO: 0.4; 0.1 (eV)
Relative energy (zero: lowest compared OMol25 entry of this formula, charge and spin): 32.4; 54.8 (kcal per mole)
Gap between HOMO and LUMO: 9.5; 10.4 (eV)